The following is a DFT calculation (wB97M-V/def2-TZVPD) of 9 unconnected molecules or ions with the total composition C49H111N5O9 in a non-equilibrium geometry.

Computed properties:
Multiplicity ... 1
Energy relative to the best compared isomer or geometry (same formula, charge and spin) ... 2.0252 eV
Lowest unoccupied orbital energy ... 0.56 eV
Molecular weight ... 914.5 u
SMILES ... CC1(C)CCCC(C)(C)N1O.CC1(C)CCCC(C)(C)N1O.CC1(C)CCCC(C)(C)N1O.CC1(C)CCCC(C)(C)N1O.CC1(C)CCCC(C)(C)N1O.CO.CO.CO.CO

Atoms and positions in Å:
C 5.19 -3.24 0.23
C 5.40 -2.16 -0.84
C 6.94 -1.74 -0.93
C 4.92 -2.65 -2.16
C 4.69 -1.58 -3.26
C 3.84 -0.39 -2.76
C 4.22 0.11 -1.43
C 5.51 0.97 -1.52
C 3.18 1.03 -0.79
N 4.44 -1.03 -0.41
O 4.88 -0.42 0.74
H 5.64 -4.20 -0.06
H 5.68 -2.95 1.18
H 4.14 -3.36 0.39
H 7.44 -2.74 -0.79
H 7.32 -1.50 -1.91
H 7.26 -1.02 -0.20
H 5.65 -3.36 -2.58
H 3.99 -3.21 -2.00
H 5.62 -1.28 -3.55
H 4.15 -2.07 -4.10
H 2.83 -0.71 -2.64
H 3.80 0.43 -3.46
H 5.96 1.06 -0.53
H 5.18 1.95 -1.74
H 6.21 0.53 -2.25
H 3.68 1.41 0.09
H 2.23 0.61 -0.46
H 3.06 2.00 -1.28
H 4.21 -0.51 1.40
C -4.46 1.61 2.15
C -5.09 0.40 1.49
C -4.85 -0.69 2.50
C -6.61 0.47 1.28
C -6.87 1.46 0.12
C -6.29 0.96 -1.16
C -4.79 0.55 -1.05
C -4.59 -0.40 -2.22
C -3.89 1.79 -1.29
N -4.49 -0.08 0.24
O -3.06 -0.08 0.46
H -4.20 2.51 1.58
H -5.03 1.96 3.01
H -3.56 1.28 2.59
H -5.36 -0.47 3.44
H -5.37 -1.59 2.11
H -3.80 -0.97 2.67
H -6.89 -0.52 0.97
H -7.13 0.81 2.16
H -7.90 1.46 0.01
H -6.50 2.44 0.37
H -6.37 1.59 -2.09
H -6.76 0.02 -1.41
H -4.97 -1.42 -2.09
H -3.55 -0.49 -2.55
H -5.11 0.03 -3.12
H -2.83 1.57 -1.14
H -4.17 2.63 -0.58
H -4.07 2.19 -2.32
H -2.77 -1.02 0.30
C -1.09 5.27 -3.00
C -0.65 4.06 -3.92
C 0.43 4.59 -4.82
C -0.27 2.92 -3.07
C -0.08 1.56 -3.77
C -1.42 1.19 -4.36
C -1.89 2.24 -5.37
C -1.02 2.29 -6.62
C -3.33 1.98 -5.68
N -1.95 3.51 -4.58
O -2.52 4.57 -5.29
H -0.20 5.53 -2.47
H -1.34 6.13 -3.58
H -1.76 4.77 -2.31
H 0.80 5.50 -4.43
H 1.30 3.98 -4.83
H 0.12 4.79 -5.82
H 0.57 3.14 -2.39
H -1.05 2.72 -2.30
H 0.66 1.62 -4.56
H 0.23 0.75 -3.13
H -2.25 1.23 -3.63
H -1.38 0.15 -4.79
H 0.07 2.38 -6.42
H -1.32 3.20 -7.19
H -1.25 1.48 -7.24
H -3.47 0.95 -6.01
H -3.68 2.55 -6.56
H -3.89 2.04 -4.77
H -2.12 4.65 -6.18
C 0.41 -0.36 4.27
C 1.63 -1.25 4.43
C 2.36 -1.14 3.03
C 2.56 -0.68 5.55
C 3.76 -1.67 5.92
C 3.11 -3.00 6.26
C 2.23 -3.61 5.15
C 3.24 -4.14 4.01
C 1.49 -4.86 5.66
N 1.22 -2.61 4.79
O 0.48 -3.15 3.67
H -0.03 -0.19 5.25
H 0.73 0.58 3.90
H -0.30 -0.80 3.55
H 1.93 -1.97 2.44
H 2.30 -0.16 2.60
H 3.47 -1.26 3.27
H 2.91 0.32 5.30
H 1.98 -0.65 6.46
H 4.46 -1.77 5.06
H 4.33 -1.19 6.77
H 2.54 -2.95 7.17
H 3.87 -3.82 6.33
H 2.63 -4.56 3.17
H 3.65 -5.02 4.57
H 3.97 -3.41 3.59
H 1.14 -5.31 4.70
H 0.79 -4.56 6.41
H 2.19 -5.67 5.98
H -0.48 -3.01 3.94
C -0.21 -1.56 -1.02
C -0.62 -2.97 -0.68
C 0.03 -3.93 -1.65
C -0.16 -3.39 0.77
C -0.85 -4.61 1.35
C -2.41 -4.41 1.29
C -2.91 -4.13 -0.14
C -2.91 -5.39 -1.02
C -4.34 -3.67 -0.03
N -2.16 -2.94 -0.68
O -2.53 -2.88 -2.02
H -0.65 -1.23 -1.99
H -0.53 -0.86 -0.26
H 0.89 -1.45 -1.15
H -0.18 -3.61 -2.65
H 1.10 -3.90 -1.57
H -0.20 -4.98 -1.52
H 0.93 -3.58 0.90
H -0.31 -2.51 1.42
H -0.67 -5.48 0.73
H -0.42 -4.87 2.32
H -2.76 -3.52 1.83
H -2.78 -5.30 1.86
H -1.92 -5.84 -1.20
H -3.37 -5.08 -1.99
H -3.61 -6.06 -0.56
H -4.44 -2.62 0.11
H -4.82 -4.25 0.76
H -4.88 -4.01 -0.94
H -3.00 -2.06 -2.17
C 2.46 3.16 4.22
O 2.63 2.41 3.05
H 3.01 4.08 4.17
H 1.44 3.36 4.40
H 2.81 2.54 5.03
H 2.89 3.03 2.38
C 3.00 4.78 -0.66
O 2.66 4.79 0.73
H 2.29 4.14 -1.23
H 2.97 5.81 -1.07
H 4.01 4.48 -0.78
H 1.81 5.01 0.97
C -0.14 6.80 0.68
O 0.18 5.83 1.67
H -1.05 7.27 0.98
H 0.63 7.56 0.81
H -0.05 6.36 -0.34
H -0.46 5.10 1.64
C -0.99 2.59 1.95
O -1.68 3.75 1.52
H -1.59 1.74 1.88
H -0.10 2.44 1.32
H -0.60 2.71 2.95
H -2.21 3.49 0.74

Löwdin atomic charge list, values in e, 2 entries: -0.045, -0.474